(1)
DFT (ωB97M-V/def2-TZVPD) results for a 3-piece molecular cluster, C33H64N2O13P2S overall at a distorted geometry.

* E: -3463.774675 Ha
* Kohn-Sham gap: 0.2530 Eh
* SMILES: CCCCO[C@]1(C[C@H]2CO2)C(=O)O[C@H](C)[C@@H]1CCCCCCCSc1nnco1.CCOP(=O)(OCC)OCC.CCOP(=O)(OCC)OCC

XYZ file:
```
115
Properties=species:S:1:pos:R:3:forces:R:3
C 2.9084 -4.6595 1.0803 0.13 -0.37 0.02
C 1.2809 -4.7115 1.1781 1.82 0.27 -0.26
C 0.7305 -4.3836 -0.2898 -1.05 -0.83 0.04
C -0.7227 -3.6499 -0.2888 0.99 -1.86 0.20
O -0.7000 -2.5915 -1.2662 -1.56 0.31 2.11
C -1.5299 -1.4728 -0.9318 1.46 2.47 -2.04
C -3.0353 -1.4931 -1.4326 -2.69 -0.13 2.78
C -4.0738 -1.9713 -0.1518 0.16 -1.70 2.05
C -4.3729 -3.6337 -0.0650 2.19 1.31 -1.69
O -3.4316 -2.7684 0.9415 -0.87 3.08 -4.34
C -0.9081 -0.3620 -1.9834 1.60 -2.04 -1.43
O -0.1414 -0.7540 -2.8836 -2.91 2.64 2.98
O -1.3412 0.9438 -1.6347 1.43 -3.03 -0.08
C -1.5843 0.8837 -0.1804 0.03 0.00 0.04
C -0.7909 2.1392 0.3925 -1.22 0.99 0.22
C -1.2459 -0.6056 0.3885 -1.35 0.94 1.39
C 0.0720 -0.8261 1.2509 0.70 -0.68 -0.16
C 1.4307 -1.0576 0.4448 0.92 -0.01 0.39
C 2.5574 0.0683 0.7851 -0.86 -1.19 -0.08
C 3.2985 -0.4075 2.1240 0.12 0.26 0.18
C 4.7608 0.2178 2.3445 -0.11 -0.62 0.67
C 5.6564 0.2950 1.0238 0.59 0.59 0.59
C 6.0683 -1.1254 0.4164 -1.42 0.11 0.80
S 6.9523 -0.9790 -1.2393 -2.28 -0.20 -0.53
C 5.5129 -0.9458 -2.4193 -1.48 -1.81 -1.12
N 4.8776 -2.0361 -3.0879 1.99 4.13 2.32
N 3.8444 -1.5374 -3.8196 0.86 5.67 1.46
C 3.8567 -0.1191 -3.5985 0.37 -3.27 -0.28
O 4.8940 0.2959 -2.7324 -1.43 -3.57 -1.50
H 3.2632 -3.8717 0.3248 -0.58 -1.06 1.14
H 3.3328 -5.6717 0.7298 -0.73 1.53 0.43
H 3.4050 -4.4425 2.0830 -0.73 -0.25 -1.20
H 0.9522 -3.9675 1.9847 0.26 -0.90 -1.28
H 1.0429 -5.7644 1.5510 -0.09 1.50 -0.63
H 0.5895 -5.4020 -0.8151 0.34 1.62 0.63
H 1.4823 -3.7948 -0.9171 -1.13 -0.62 1.04
H -1.4748 -4.4425 -0.6178 0.68 1.11 0.49
H -0.9666 -3.3404 0.7763 0.19 0.00 -1.53
H -3.2810 -2.1281 -2.3294 0.77 0.55 1.00
H -3.4852 -0.4491 -1.6290 1.24 -1.43 0.10
H -4.9820 -1.2355 0.1132 2.18 -1.91 -0.34
H -3.9476 -3.7110 -1.1545 0.57 -0.04 1.40
H -3.7123 -4.4756 0.2915 -2.32 -0.39 0.46
H -2.7263 0.9159 -0.1276 1.58 0.65 0.40
H -0.2370 1.9723 1.3694 -0.66 -0.04 -1.35
H -0.1056 2.6033 -0.4060 -0.93 -1.10 1.23
H -1.5766 2.9571 0.6108 1.26 -1.18 -0.27
H -2.0643 -0.6754 1.2026 1.01 -0.42 -1.48
H 0.2782 0.0170 2.0122 -0.79 -1.14 -1.28
H -0.1076 -1.7572 1.9092 0.13 1.47 -1.04
H 1.3343 -1.1557 -0.6829 -0.27 0.22 1.45
H 1.8668 -2.0622 0.8108 -0.63 1.56 -0.74
H 2.0412 1.0917 0.9194 0.94 -1.50 -0.14
H 3.2207 0.1236 -0.1380 -0.56 -0.01 1.36
H 3.4251 -1.5534 2.1986 -0.40 1.69 -0.59
H 2.5850 -0.1437 2.9947 1.27 -0.32 -1.14
H 4.6626 1.2318 2.8801 0.34 -1.32 -1.12
H 5.3009 -0.4769 3.0927 -0.75 1.10 -1.01
H 5.1172 0.9541 0.2683 0.84 -1.02 0.74
H 6.6319 0.8384 1.3078 -1.44 -0.70 -0.51
H 6.7434 -1.7057 1.1421 -0.77 0.95 -1.23
H 5.1087 -1.7492 0.3059 1.53 0.75 -0.15
H 3.1240 0.6215 -4.0765 1.49 -1.19 1.07
O -2.7320 4.5259 -8.3351 1.53 3.03 2.96
P -2.5437 3.8606 -6.9662 -2.80 -8.56 -2.72
O -1.6426 2.5793 -7.5317 0.45 0.76 0.41
C -0.5396 2.8001 -8.3997 0.24 -0.03 -0.31
C 0.6759 3.2848 -7.6336 0.20 -0.16 0.01
O -4.0515 3.1536 -6.9306 0.09 1.15 0.71
C -5.1641 3.8998 -7.4273 -0.21 -0.14 -0.45
C -5.5426 3.4112 -8.8143 -0.05 -0.21 -0.17
O -2.3415 3.2810 -5.3752 0.36 4.25 -0.70
C -2.3314 1.8846 -5.0730 0.65 -0.72 -0.16
C -0.9129 1.4604 -4.7103 -0.01 -0.27 0.12
H -0.7935 3.4980 -9.1996 -0.15 0.05 0.13
H -0.3099 1.8449 -8.8795 -0.15 -0.02 0.14
H 0.4308 4.1378 -6.9957 0.02 0.08 -0.09
H 1.4724 3.5748 -8.3245 -0.08 0.04 0.06
H 1.0644 2.4921 -6.9915 -0.04 0.06 0.01
H -4.9463 4.9703 -7.4301 0.03 -0.11 -0.10
H -6.0023 3.7453 -6.7420 0.15 -0.08 0.07
H -4.6701 3.3042 -9.4658 -0.04 0.24 0.19
H -6.2481 4.0956 -9.2897 -0.02 -0.03 0.02
H -6.0061 2.4227 -8.7538 -0.02 0.09 0.03
H -2.7313 1.2827 -5.8873 0.02 0.28 -0.08
H -2.9871 1.7325 -4.2103 -0.08 0.40 -0.08
H -0.1677 2.1725 -5.0653 -0.20 -0.02 -0.20
H -0.6865 0.4727 -5.1218 0.04 0.15 0.05
H -0.8001 1.3936 -3.6318 0.07 0.20 -0.33
O 0.2994 0.2225 4.9850 1.21 -4.27 0.62
P 0.2514 -0.0710 6.4892 -2.84 8.66 2.60
O -1.2895 0.5175 6.7178 0.14 -0.98 -0.11
C -2.3481 0.1208 5.8561 -0.33 0.01 -0.24
C -2.8522 -1.2661 6.2045 -0.24 0.01 0.08
O 1.1281 1.2725 6.9343 0.74 -1.19 -0.08
C 2.2406 1.6567 6.1233 -0.02 0.44 -0.29
C 1.8637 2.8374 5.2458 -0.12 0.23 -0.03
O 0.3035 -0.5297 8.1310 1.54 -2.73 -2.91
C -0.3003 0.2584 9.1567 -0.82 0.22 0.29
C -1.5442 -0.4582 9.6709 -0.17 0.11 0.48
H -2.0495 0.1690 4.8070 0.19 0.00 0.07
H -3.1573 0.8448 5.9843 0.16 0.05 0.12
H -2.0311 -1.9851 6.2646 -0.01 -0.03 -0.12
H -3.5719 -1.6102 5.4566 0.11 -0.02 0.03
H -3.3565 -1.2580 7.1726 0.06 -0.03 -0.03
H 2.5960 0.8151 5.5238 -0.10 0.10 -0.02
H 3.0580 1.9416 6.7913 -0.14 -0.07 0.09
H 0.8990 2.6912 4.7501 0.20 -0.22 0.03
H 2.6233 3.0129 4.4809 0.01 0.03 0.04
H 1.7660 3.7427 5.8510 0.07 -0.06 -0.03
H -0.5323 1.2674 8.8206 0.09 -0.17 -0.21
H 0.4269 0.3507 9.9681 0.22 -0.16 -0.32
H -1.9056 -1.2082 8.9682 0.07 0.21 -0.08
H -2.3475 0.2569 9.8736 0.04 -0.12 -0.07
H -1.3277 -0.9761 10.6080 -0.03 -0.03 -0.06
```
Positions in Å, forces in eV/Å.

=====

(2)
DFT (ωB97M-V/def2-TZVPD) results for C33H64N4O9 as an isolated structure at a distorted geometry.

* E: -2190.923071 Ha
* Kohn-Sham gap: 0.3080 Eh

XYZ file:
```
110
Properties=species:S:1:pos:R:3:forces:R:3
C 0.9082 -0.9872 0.7507 -2.62 -1.45 -1.59
O 1.9606 -0.4698 1.0636 -3.44 3.55 -2.58
N -0.0226 -0.4898 -0.0769 0.80 2.82 1.37
C -1.1784 -1.1844 -0.5857 0.31 0.21 0.25
C 0.0561 0.9298 -0.4970 0.08 -0.89 -0.95
H 0.5969 -2.0061 1.0287 0.62 0.11 0.05
H -2.1667 -0.8550 -0.2650 1.12 0.31 0.22
H -1.0675 -2.2390 -0.3334 0.32 1.21 0.13
H -1.2515 -1.0543 -1.6654 0.33 -0.02 0.65
H -0.7626 1.4678 -0.0191 0.64 -1.40 -2.66
H 0.9237 1.5046 -0.1731 0.10 -0.96 -0.45
H -0.0314 0.9372 -1.5835 -0.11 -0.02 1.55
C 0.2550 -0.1413 -3.4084 -4.91 -5.22 -2.21
C -0.3814 -1.4816 -3.6424 1.15 -0.43 -0.49
O -0.3074 -2.3697 -2.7835 -0.72 0.14 -2.04
C -1.0322 -1.6712 -4.9763 -0.37 -0.05 -0.78
H 0.9372 0.0928 -4.2256 -0.51 -0.18 -0.47
H 0.8837 -0.1102 -2.5185 -5.35 -1.53 -1.54
H -0.5217 0.6220 -3.3593 0.47 -2.73 -0.99
H -1.6881 -0.8078 -5.0876 0.00 -0.15 -0.23
H -1.6228 -2.5701 -5.1534 0.29 -0.06 0.15
H -0.3284 -1.6082 -5.8062 0.37 0.11 0.16
C 0.5832 0.1905 4.0124 0.76 0.65 -0.23
C 1.0743 1.5379 3.5989 0.32 -0.03 2.19
O 1.2319 2.4300 4.4493 0.75 -1.56 -1.52
C 1.3522 1.7227 2.1178 -0.50 0.00 2.13
H 0.4493 -0.0055 5.0762 0.42 0.43 0.10
H 1.2221 -0.5691 3.5619 -0.37 0.34 0.11
H -0.4094 0.0389 3.5882 1.50 0.99 0.27
H 0.7744 1.1409 1.3996 0.12 0.60 1.62
H 2.3903 1.4602 1.9138 -0.74 -0.23 1.20
H 1.2421 2.7865 1.9076 -0.36 -1.49 0.64
C -0.4433 3.8723 2.9693 -0.90 0.44 -0.29
C -1.7167 3.4025 2.3305 0.73 0.55 -0.14
O -2.6865 4.1327 2.3473 -0.50 -0.73 -0.34
C -1.6919 1.9961 1.7242 -0.99 1.04 1.41
H 0.4158 3.7770 2.3054 -0.83 0.67 0.46
H -0.3084 3.1543 3.7783 -0.08 1.02 -0.04
H -0.5120 4.9082 3.3013 -0.20 -0.20 0.16
H -2.7149 1.7172 1.4715 2.03 0.96 0.61
H -1.2859 1.2392 2.3952 0.01 0.47 0.07
H -1.0822 1.9472 0.8220 -1.27 1.64 2.32
C -2.6653 -3.5357 -2.9262 -0.97 -0.76 -0.45
C -2.4495 -3.4257 -1.4228 1.23 -0.30 -2.69
O -2.9627 -2.5517 -0.7935 -2.57 -0.57 0.85
C -1.3517 -4.2712 -0.8349 0.17 -0.64 0.38
H -1.9952 -2.9568 -3.5619 -0.39 -0.43 1.18
H -3.6592 -3.2162 -3.2394 -0.27 -0.11 0.41
H -2.5091 -4.5602 -3.2641 -0.13 -0.18 0.06
H -1.6211 -4.5233 0.1908 -0.10 -0.51 -0.11
H -0.4239 -3.7090 -0.7288 -0.08 0.19 -0.30
H -1.0498 -5.1123 -1.4590 -0.44 -0.20 0.24
C -3.4895 -0.3722 1.5717 -1.89 0.32 -0.24
C -4.1651 0.8849 1.0819 0.22 -0.17 -1.36
O -3.7223 1.3708 0.0321 -2.83 0.44 6.19
C -5.1638 1.6446 1.9191 0.46 -0.73 0.02
H -2.5422 -0.5271 1.0552 -0.61 0.47 0.96
H -4.0994 -1.2400 1.3205 -0.32 -0.12 0.01
H -3.3746 -0.3402 2.6551 -0.66 0.10 -0.74
H -5.2715 1.1243 2.8709 -0.51 0.10 -0.06
H -6.0931 1.7826 1.3665 -0.04 -0.04 0.19
H -4.7110 2.6166 2.1151 -0.03 0.18 -0.08
C 2.1401 2.9392 -1.7770 2.10 2.34 2.86
C 3.0473 3.4337 -0.7160 0.66 2.08 0.04
O 3.6951 4.4731 -0.8194 -0.36 -0.70 -0.55
C 3.0741 2.7384 0.5730 1.03 0.26 -1.47
H 2.2763 3.4978 -2.7030 1.23 0.80 3.66
H 1.1198 3.0592 -1.4129 0.11 0.04 -0.08
H 2.3513 1.9043 -2.0463 0.20 1.31 2.27
H 4.0463 2.9834 1.0008 -0.23 -0.31 0.56
H 2.9000 1.6769 0.3972 0.44 0.12 0.03
H 2.2175 3.0783 1.1551 1.76 0.78 -1.09
C 3.8273 -2.4446 4.4286 -0.55 0.08 0.32
C 2.7868 -2.3234 3.2927 0.71 0.19 -0.26
O 1.5506 -2.4794 3.4753 6.85 0.54 0.90
C 3.4767 -1.8838 1.9583 1.60 -2.47 2.38
H 3.8970 -1.4718 4.9153 -0.42 0.32 0.10
H 4.8690 -2.6003 4.1479 -0.31 -0.36 -0.62
H 3.5697 -3.1563 5.2130 -0.29 -0.01 -0.13
H 2.9424 -1.0991 1.4228 1.21 -1.21 1.08
H 3.4732 -2.7163 1.2547 0.19 -0.37 0.08
H 4.4880 -1.5112 2.1212 0.23 -0.67 0.33
C 1.8587 -1.7116 -1.8114 0.37 0.10 0.03
C 2.5194 -0.3914 -1.9804 3.15 -1.76 2.16
O 1.9446 0.4935 -2.5642 9.47 1.19 3.29
C 3.9291 -0.2958 -1.4090 -0.36 0.33 -0.09
H 1.9893 -2.2066 -2.7738 -0.21 -0.23 0.03
H 0.8054 -1.4620 -1.6840 1.03 -1.18 -0.12
H 2.2029 -2.3786 -1.0210 0.47 0.39 -0.03
H 4.0686 -1.0940 -0.6799 0.15 0.00 -0.25
H 4.1464 0.6493 -0.9114 -0.17 0.13 -0.20
H 4.6279 -0.3854 -2.2407 0.13 -0.16 -0.03
C -3.5787 1.0693 -1.8936 1.98 -0.84 -4.54
C -2.8776 0.9337 -3.1980 -0.99 -0.53 -3.23
N -2.3656 0.8102 -4.2455 -2.40 0.14 1.93
H -2.8264 0.6962 -1.1987 -0.15 0.00 -1.29
H -4.4466 0.4099 -1.9035 0.09 0.14 0.05
H -3.8280 2.1116 -1.6943 0.19 -0.35 -0.70
C 1.4881 2.4363 -3.8159 -2.06 0.48 -4.74
C 0.1442 2.2395 -3.2265 2.97 3.02 -2.27
N -0.8762 2.0073 -2.8068 -1.54 3.97 2.12
H 2.2051 1.7808 -3.3216 -0.59 1.38 -2.74
H 1.7143 3.4978 -3.7142 -0.95 -0.57 -1.98
H 1.4881 2.2788 -4.8944 -0.64 -0.51 -0.29
C -0.5547 -2.9260 2.8172 -2.93 -0.43 -1.16
C -1.2623 -1.6567 3.1196 -1.34 -0.04 0.07
N -1.8189 -0.6514 3.3353 1.33 -3.79 0.65
H 0.4849 -2.7637 2.5325 -1.33 -0.16 0.10
H -1.0165 -3.4212 1.9630 -0.73 0.17 -0.05
H -0.6371 -3.6386 3.6378 0.21 0.34 0.17
```
Positions in Å, forces in eV/Å.